1.
46
Properties=species:S:1:pos:R:3:forces:R:3 method="wB97M-V/def2-TZVPD" molar_mass_g_mol=521.28 fmax_ev_per_a=3.419 homo_energy_ha=-0.284 smiles="CP(C)c1ccc(O)c2c1N(Br)c1cc(O)c(N(C(=O)F)C(=O)F)c(CCO)c1S2" homo_lumo_gap_ha=0.2568
C 3.17800 3.51459 -0.60686 -0.07 -1.02 -1.08
P 1.53102 4.35318 -0.33173 0.16 1.65 1.11
C 0.65716 4.65904 -1.95915 0.34 -0.40 -1.28
C 0.45554 3.47110 0.90739 -1.92 -2.32 1.61
C -0.50010 4.26143 1.73254 0.11 -1.68 0.25
C -1.38546 3.66136 2.74165 1.55 -1.64 -1.03
C -1.34100 2.20138 3.01027 1.53 1.30 -1.81
O -2.17791 1.60040 3.96265 0.17 0.56 -1.49
C -0.39628 1.39514 2.24019 0.73 1.27 -1.29
C 0.47695 2.00090 1.19013 -1.50 2.05 1.30
N 1.38944 1.18664 0.40409 -1.43 -0.24 0.13
Br 2.94405 0.75263 1.41358 0.09 -0.19 0.07
C 0.76575 -0.00310 -0.14133 -0.94 -2.33 -1.08
C 0.92871 -0.28247 -1.57089 -1.56 -1.77 1.85
C 0.28000 -1.49603 -2.09088 0.08 0.31 0.90
O 0.40196 -1.74316 -3.47988 -0.92 0.69 1.45
C -0.47256 -2.44717 -1.25309 0.86 2.39 2.21
N -1.10891 -3.66420 -1.76025 -0.27 -0.36 -1.49
C -0.15823 -4.52370 -2.42185 0.95 -0.49 -0.67
O 1.01243 -4.42522 -2.29497 -0.48 0.03 0.38
F -0.61722 -5.55300 -3.23396 -0.71 1.78 1.51
C -2.25383 -3.37561 -2.60165 -0.67 0.25 -1.33
O -2.16230 -3.19469 -3.77095 -0.19 -0.18 0.63
F -3.50722 -3.29936 -2.04394 2.11 -0.26 0.50
C -0.63580 -2.17292 0.19457 0.36 1.55 -0.86
C -1.41804 -3.14243 1.15960 1.80 -0.28 -0.34
C -0.28448 -4.02124 1.86772 0.26 -0.34 -0.18
O 0.05448 -3.48016 3.16110 0.10 -0.25 -0.55
C -0.02731 -0.94053 0.71100 0.59 0.68 -1.49
S -0.17570 -0.41513 2.46430 -0.63 0.64 -0.96
H 3.10473 2.45806 -1.00665 0.11 1.11 0.59
H 3.72498 4.09502 -1.40516 -0.61 -0.28 0.96
H 3.78084 3.51876 0.33715 -0.69 0.08 -0.86
H -0.44281 4.86177 -1.86649 1.05 -0.41 0.20
H 0.84580 3.85958 -2.74228 -0.48 0.70 0.91
H 1.10712 5.60125 -2.39726 -0.39 -0.99 0.69
H -0.54484 5.37389 1.58453 0.10 -1.30 0.13
H -2.08975 4.28798 3.34074 0.75 -0.62 -0.67
H -2.98510 1.37605 3.45417 0.44 -0.02 0.64
H 1.51148 0.37887 -2.25933 -0.66 -0.73 0.81
H -0.29723 -1.17071 -3.86135 0.60 -0.58 -0.16
H -2.04990 -3.85032 0.56381 0.40 0.89 0.60
H -1.99418 -2.58519 1.94423 0.48 -0.49 -0.85
H 0.64121 -4.01813 1.21115 -1.05 -0.06 0.58
H -0.59370 -5.09239 2.00991 -0.03 0.93 -0.31
H 0.82821 -3.97215 3.49345 -0.51 0.37 -0.24


2.
48
Properties=species:S:1:pos:R:3:forces:R:3 method="wB97M-V/def2-TZVPD" molar_mass_g_mol=636.60 e_above_lowest_kj_mol=13.2 fmax_ev_per_a=0.424 homo_energy_ha=-0.197 charge=-1 homo_lumo_gap_ha=0.2721
Pd 0.08628 -0.31098 -0.10142 -0.09 0.00 -0.16
O -1.91666 -1.39257 -5.87426 -0.01 0.00 -0.01
C -1.44431 -1.10345 -4.63964 0.04 -0.01 0.08
C -2.26682 -0.97710 -3.52474 0.05 0.02 -0.06
C -1.68423 -0.69809 -2.30999 -0.19 -0.03 -0.05
N -0.36296 -0.53262 -2.15460 0.01 0.04 0.42
C 0.39911 -0.64930 -3.22465 0.20 0.00 -0.18
Br 2.25659 -0.43945 -2.99937 -0.08 -0.05 -0.06
C -0.07635 -0.93502 -4.49102 -0.07 0.03 -0.01
H -2.87062 -1.51861 -5.82938 0.00 0.00 0.00
H -3.33908 -1.10793 -3.58843 0.00 0.00 -0.01
H -2.27979 -0.62140 -1.41106 0.05 -0.02 -0.04
H 0.59301 -1.03257 -5.33121 -0.01 0.00 0.00
O -0.46449 -2.96239 2.37039 -0.02 -0.01 0.00
P -1.63457 -2.52966 1.35582 0.04 -0.04 0.00
O -2.69652 -3.54004 1.31556 0.01 0.01 -0.01
O -0.97800 -2.09638 0.04621 -0.02 0.01 -0.01
O -2.20675 -1.14684 2.01814 0.04 0.02 0.12
P -1.30506 0.10572 2.49051 -0.08 -0.03 0.09
O -1.10593 -0.13872 4.07536 0.01 -0.03 -0.03
O -2.01996 1.36570 2.23777 0.03 0.01 -0.02
O 0.10866 -0.16003 1.94831 -0.03 0.03 -0.10
H 0.21046 -2.26480 2.38388 0.00 0.01 0.01
H -1.78354 0.35700 4.54635 0.00 0.02 -0.01
N 0.90092 1.42960 -0.39132 0.22 -0.06 -0.01
C 2.08633 1.69143 -0.04169 -0.15 0.12 0.08
C 2.63806 3.06342 -0.33932 0.00 -0.04 -0.05
C 1.93343 3.91881 -1.18706 0.00 0.00 0.01
C 2.41374 5.18458 -1.47141 0.00 0.00 0.00
C 3.60935 5.62430 -0.91177 0.00 0.00 0.00
C 4.31538 4.78342 -0.06722 0.00 0.00 0.00
C 3.83415 3.50993 0.21453 0.03 0.00 0.00
C 3.03412 0.75313 0.65887 -0.01 -0.03 -0.05
C 2.93249 0.50370 2.02374 -0.01 0.01 -0.02
C 3.82405 -0.35958 2.64511 0.00 -0.01 0.00
C 4.83018 -0.97618 1.91503 0.00 -0.01 0.00
C 4.94915 -0.71721 0.55670 0.00 0.01 -0.01
C 4.05967 0.14844 -0.06250 0.05 0.00 0.06
H 1.00040 3.56121 -1.60173 -0.01 0.00 0.00
H 1.85447 5.83596 -2.13237 0.00 0.00 0.00
H 3.98474 6.61578 -1.13415 0.00 0.00 0.00
H 5.24544 5.11588 0.37784 0.00 0.00 0.00
H 4.39447 2.85974 0.87456 0.00 0.01 0.00
H 2.13369 0.96333 2.58649 -0.01 0.00 0.00
H 3.72151 -0.55950 3.70450 0.00 0.00 0.00
H 5.51717 -1.65779 2.40141 0.00 0.00 0.00
H 5.73396 -1.18955 -0.02175 0.00 0.00 0.00
H 4.16541 0.36473 -1.11828 0.03 0.03 0.03


3.
42
Properties=species:S:1:pos:R:3:forces:R:3 method="wB97M-V/def2-TZVPD" molar_mass_g_mol=450.38 e_above_lowest_kj_mol=0.0 fmax_ev_per_a=3.011 homo_energy_ha=-0.315 smiles="Cc1cc(-n2c(Br)nnc2S[C@H](C(=O)O)c2ccccc2)sc1C1CC1" homo_lumo_gap_ha=0.3297
C 1.98292 3.06216 0.79444 0.95 0.59 -0.24
C 1.89156 2.13521 -0.37707 -1.43 -0.90 -0.20
C 0.89575 1.04486 -0.34111 1.77 0.66 -2.35
C 0.85675 0.35619 -1.55016 0.02 1.19 1.75
N -0.07700 -0.67423 -1.85194 1.60 0.07 -1.74
C 0.08306 -1.59087 -2.89303 0.73 -0.35 -0.63
Br 1.52989 -1.74222 -4.16787 -1.05 0.15 1.00
N -0.88524 -2.44853 -2.93508 0.81 0.31 -0.03
N -1.70679 -2.11535 -1.92407 -1.57 0.23 0.67
C -1.27701 -1.03610 -1.32146 -0.40 -1.33 0.54
S -2.08016 -0.29045 0.04597 -0.47 0.71 0.28
C -3.12785 -1.62279 0.82162 0.83 0.07 0.87
C -4.33281 -1.08007 1.61124 0.10 -0.85 -1.25
O -5.36276 -1.69946 1.62038 -0.02 0.06 0.11
O -4.17565 0.06392 2.25364 -0.47 0.76 0.35
C -2.25088 -2.43801 1.76846 0.42 -1.66 0.07
C -1.65995 -1.88923 2.92064 -0.09 0.15 0.28
C -0.82939 -2.67978 3.74914 -0.40 0.62 -0.54
C -0.55920 -3.99133 3.38924 0.03 -0.33 -0.56
C -1.11611 -4.57782 2.21885 -0.17 1.01 0.78
C -2.00594 -3.83047 1.44535 0.28 1.19 0.54
S 2.04558 0.98798 -2.68745 -0.46 0.33 0.75
C 2.53720 2.24994 -1.57184 0.15 -0.27 0.12
C 3.53028 3.31348 -1.97740 -0.82 -0.02 -0.52
C 2.91243 4.62514 -2.45133 -0.07 -0.61 -0.21
C 3.64781 3.72679 -3.43551 0.16 0.83 0.75
H 2.22635 2.47781 1.67762 -0.23 0.01 0.29
H 2.84734 3.76104 0.66575 -0.92 -0.29 0.06
H 1.03296 3.61315 0.94578 0.62 -0.22 -0.02
H 0.27601 0.89514 0.50925 -0.41 -0.32 0.36
H -3.55916 -2.26874 0.07822 0.03 -0.09 -0.46
H -5.08430 0.27220 2.57468 0.73 0.01 0.05
H -1.84411 -0.82999 3.24004 0.11 -1.07 -0.61
H -0.37714 -2.20626 4.64144 -0.33 -0.53 -0.61
H 0.12488 -4.55695 4.01344 -0.09 -0.11 -0.13
H -0.86236 -5.59731 1.93330 -0.12 0.22 0.16
H -2.48422 -4.31349 0.58705 0.16 0.47 0.19
H 4.44524 3.39309 -1.40798 -0.04 -0.10 0.16
H 1.82754 4.62068 -2.54972 0.25 0.01 0.14
H 3.32107 5.56591 -2.10721 0.21 -0.09 -0.17
H 4.61064 4.09739 -3.80182 -0.35 -0.40 0.20
H 3.03276 3.21740 -4.15349 -0.06 -0.13 -0.22


4.
41
Properties=species:S:1:pos:R:3:forces:R:3 method="wB97M-V/def2-TZVPD" molar_mass_g_mol=402.25 e_above_lowest_kj_mol=0.0 fmax_ev_per_a=0.800 homo_energy_ha=-0.328 smiles="O=C(Cc1ccccc1)NN[C@@H]1CC(=O)N(c2ccc(Br)cc2)C1=O" homo_lumo_gap_ha=0.3479
O -4.59314 -1.21488 0.22502 -0.13 -0.30 -0.08
C -3.65561 -0.59238 0.67432 0.27 0.01 0.24
C -2.47985 -1.24023 1.37119 -0.13 -0.17 0.08
C -1.36062 -1.58637 0.41529 0.01 0.04 0.00
C -1.55056 -1.62655 -0.95986 -0.06 -0.03 0.02
C -0.50087 -1.94290 -1.80612 0.03 -0.04 -0.05
C 0.74459 -2.24658 -1.28657 0.03 -0.06 -0.06
C 0.93259 -2.24566 0.08519 -0.02 -0.16 0.03
C -0.11058 -1.91037 0.92917 -0.04 -0.06 -0.04
N -3.63124 0.76295 0.52017 -0.38 0.65 -0.27
N -2.80127 1.73148 1.08193 0.26 -0.26 0.25
C -1.59628 2.09625 0.33287 -0.01 0.08 0.03
C -1.56004 1.76802 -1.14706 -0.17 0.12 -0.01
C -0.13034 1.35393 -1.41545 -0.42 0.09 -0.13
O 0.35438 1.15020 -2.49151 0.02 0.03 -0.17
N 0.52993 1.22544 -0.18833 0.38 -0.07 0.10
C 1.90283 0.88199 -0.06134 0.44 -0.01 0.08
C 2.37990 0.28211 1.10070 -0.07 0.09 0.04
C 3.72041 -0.03024 1.22407 0.18 0.03 -0.12
C 4.58676 0.25144 0.18274 0.16 -0.05 0.01
Br 6.42859 -0.19544 0.34513 -0.18 0.04 -0.02
C 4.12959 0.86042 -0.97260 0.13 -0.08 0.13
C 2.79102 1.18290 -1.09070 -0.11 0.05 0.00
C -0.32014 1.45711 0.87713 -0.48 0.20 -0.10
O -0.11797 1.23655 2.04246 0.02 0.02 0.20
H -2.84786 -2.16636 1.82195 -0.07 0.15 0.00
H -2.09063 -0.60468 2.17063 0.00 -0.06 -0.02
H -2.52956 -1.43399 -1.37461 -0.11 0.03 -0.04
H -0.65989 -1.95490 -2.87350 -0.01 0.01 -0.10
H 1.56269 -2.49222 -1.94614 0.08 -0.01 -0.06
H 1.89521 -2.50743 0.49875 0.08 0.01 0.02
H 0.03940 -1.90520 1.99936 0.03 0.04 0.13
H -4.46731 1.15001 0.09338 0.14 -0.21 0.20
H -2.52583 1.48966 2.03366 -0.23 0.08 -0.17
H -1.47555 3.17889 0.49290 0.15 -0.21 -0.11
H -1.84139 2.59524 -1.79724 0.07 -0.04 -0.01
H -2.21060 0.92278 -1.38278 0.11 0.06 0.00
H 1.71439 0.06743 1.91764 -0.03 -0.02 -0.02
H 4.08616 -0.49464 2.12672 0.03 -0.03 0.06
H 4.81263 1.08783 -1.77609 0.05 0.02 -0.05
H 2.44607 1.65844 -1.99245 -0.03 0.00 -0.01


5.
45
Properties=species:S:1:pos:R:3:forces:R:3 method="wB97M-V/def2-TZVPD" molar_mass_g_mol=449.89 fmax_ev_per_a=0.342 homo_energy_ha="-0.386 / -0.386" multiplicity=2 charge=+1 homo_lumo_gap_ha="0.2502 / 0.2232"
Cu -0.89957 1.20357 0.28788 -0.04 -0.16 -0.10
O -3.16241 -1.70651 2.40317 -0.05 -0.07 -0.05
C -2.64249 -0.71402 1.70893 0.03 0.07 -0.02
O -1.85830 0.09897 2.14377 -0.03 0.00 0.06
C -3.12795 -0.66518 0.29239 -0.01 0.00 0.01
C -4.00672 -1.57835 -0.25771 -0.07 -0.03 0.02
C -4.29487 -1.46582 -1.60589 -0.06 -0.01 -0.02
C -3.72327 -0.43958 -2.34359 -0.03 0.01 -0.10
C -2.87874 0.44606 -1.70254 0.00 0.05 0.00
N -2.59414 0.32032 -0.41239 0.30 0.03 0.05
C -2.15902 1.60829 -2.34153 -0.04 -0.04 -0.01
O -2.45520 1.95464 -3.57985 0.05 0.04 -0.05
O -1.32757 2.22391 -1.72044 0.06 0.08 0.16
H -2.79523 -1.70469 3.29984 0.04 0.03 0.06
H -4.42613 -2.36495 0.35179 0.02 0.00 -0.02
H -4.95624 -2.17428 -2.08554 0.01 0.00 0.01
H -3.92924 -0.36344 -3.40369 -0.02 -0.02 0.03
H -3.15201 1.41557 -3.97076 -0.05 -0.05 -0.01
O 3.04390 -0.24548 -0.48197 -0.18 -0.08 0.00
C 2.81625 -1.54417 -0.82908 0.03 -0.05 -0.02
C 3.89631 -2.36037 -1.16799 0.02 0.07 0.01
C 3.70774 -3.67941 -1.53240 0.01 -0.01 0.00
C 2.42672 -4.21432 -1.56679 -0.06 -0.02 -0.02
C 1.35437 -3.40754 -1.23525 0.07 -0.06 0.00
C 1.51793 -2.07368 -0.86013 -0.17 0.25 0.16
C 0.25765 -1.31048 -0.51886 0.01 0.04 -0.21
O -0.84357 -1.83802 -0.68733 0.08 0.02 0.12
O 0.42727 -0.10543 -0.07609 0.19 -0.07 -0.01
H 3.98901 -0.08199 -0.55517 0.08 0.01 -0.01
H 4.89895 -1.94127 -1.14253 -0.06 -0.03 -0.01
H 4.56537 -4.28991 -1.78936 -0.04 0.03 0.01
H 2.26833 -5.24700 -1.85027 0.01 0.05 0.01
H 0.34546 -3.79573 -1.25439 0.00 0.02 0.00
C 2.26502 3.66637 3.90533 -0.05 -0.03 -0.01
N 1.66311 3.33407 2.61591 0.09 0.04 0.10
C 2.06383 3.80530 1.38473 0.00 -0.02 0.03
C 1.24352 3.23347 0.46715 -0.08 -0.02 0.06
N 0.34434 2.43063 1.13222 -0.10 -0.08 -0.11
C 0.63057 2.50547 2.42040 0.02 0.05 -0.10
H 3.08833 4.35294 3.73877 0.02 0.01 -0.03
H 2.64670 2.76953 4.38768 0.00 -0.02 -0.04
H 1.53540 4.14484 4.55446 -0.03 0.01 -0.03
H 2.88588 4.49198 1.27474 -0.04 -0.04 0.04
H 1.23258 3.33152 -0.60554 0.00 -0.01 0.07
H 0.11812 1.97417 3.20794 0.05 0.04 -0.04